Run w
Below is a 2-piece molecular cluster, C2H3BrClNO overall, with properties calculated with ωB97M-V with the def2-TZVPD basis set.

Calculated values
Gap between HOMO and LUMO ... 10.4 eV
LUMO ... 0.018 Eh
Molar mass ... 172.41 g/mol
Highest occupied orbital energy ... -0.36382 Ha

Geometry as ORCA input:
```
! wB97M-V def2-TZVPD RIJCOSX def2/J DEFGRID3
* xyz 0 1
H -2.597 2.155 -0.569
N -1.729 1.798 -0.255
C -1.376 0.642 0.003
Br -2.504 -0.953 -0.438
H -0.355 0.334 0.468
O 1.465 -0.776 1.231
C 2.190 -0.967 0.331
Cl 1.647 -1.455 -1.246
H 3.261 -0.777 0.476
*
```

Here are the Löwdin charges for atoms 1 to 2, given in e:
1 H 0.04
2 N 0.04

***

Run x
Below is a single C2H3BrClNO molecule, with properties calculated with ωB97M-V with the def2-TZVPD basis set.

Calculated values
Gap between HOMO and LUMO ... 10.2 eV
LUMO ... 0.012 Eh
Molar mass ... 172.41 g/mol
Highest occupied orbital energy ... -0.36249 Ha

Geometry as ORCA input:
```
! wB97M-V def2-TZVPD RIJCOSX def2/J DEFGRID3
* xyz 0 1
Cl -0.397 -2.135 -0.006
C -0.835 -0.429 0.337
O -0.241 0.353 -0.635
C 1.114 0.328 -0.774
N 1.835 -0.341 0.016
Br 3.688 -0.437 -0.194
H -0.585 -0.362 1.389
H -1.857 -0.316 0.074
H 1.485 0.932 -1.771
*
```

Here are the Löwdin charges for atoms 1 to 2, given in e:
1 Cl 0.59
2 C -0.55

***

Run y
Below is C2H3BrClNO as an isolated structure, with properties calculated with ωB97M-V with the def2-TZVPD basis set.

Calculated values
Gap between HOMO and LUMO ... 9.0 eV
LUMO ... -0.004 Eh
Molar mass ... 172.41 g/mol
Highest occupied orbital energy ... -0.33398 Ha

Geometry as ORCA input:
```
! wB97M-V def2-TZVPD RIJCOSX def2/J DEFGRID3
* xyz 0 1
C -0.646 -0.289 -1.468
C -0.830 0.353 -0.197
N -1.462 -2.014 -1.275
O -0.168 -0.098 -2.577
Cl -1.964 -2.312 -2.903
Br -2.913 -1.850 -0.096
H 0.073 1.116 -0.077
H -0.928 -0.510 0.395
H -1.756 0.941 -0.306
*
```

Here are the Löwdin charges for atoms 1 to 2, given in e:
1 C -0.37
2 C -0.09

***

Run z
Below is a 2-piece molecular cluster, C2H3BrClNO overall, with properties calculated with ωB97M-V with the def2-TZVPD basis set.

Calculated values
Gap between HOMO and LUMO (alpha / beta) ... 6.4 / 7.0 eV
LUMO (alpha / beta) ... -0.045 / -0.039 Eh
Molar mass ... 172.41 g/mol
Highest occupied orbital energy (alpha / beta) ... -0.27992 / -0.29442 Ha

Geometry as ORCA input:
```
! wB97M-V def2-TZVPD RIJCOSX def2/J DEFGRID3
* xyz 0 1
C -1.009 1.138 -0.599
C 0.717 -0.024 0.735
N 1.113 -1.033 -0.014
O -1.148 0.849 -1.739
Cl -2.196 1.781 0.435
Br -0.263 -2.459 -0.338
H 0.063 -0.153 1.667
H 1.235 0.819 0.796
H 1.489 -0.918 -0.943
*
```

Here are the Löwdin charges for atoms 1 to 2, given in e:
1 C -0.79
2 C -0.17

***

Relative to the most stable structure, the computed energies are run w 0.0000; run x 0.0307; run y 0.0910; run z 0.1075, all in hartree.

***

Run w
Below is C3H4OSi as an isolated structure, with properties calculated with ωB97M-V with the def2-TZVPD basis set.

Calculated values
Gap between HOMO and LUMO ... 8.4 eV
LUMO ... 0.002 Eh
Molar mass ... 84.15 g/mol
Highest occupied orbital energy ... -0.30520 Ha

Geometry as ORCA input:
```
! wB97M-V def2-TZVPD RIJCOSX def2/J DEFGRID3
* xyz 0 1
C -0.859 -1.897 -0.740
C -0.859 -0.711 -0.945
C -0.557 0.640 -0.914
O -0.901 1.590 -1.545
Si 0.852 0.891 1.032
H -0.477 -2.842 -0.547
H 2.074 0.127 0.571
H 0.559 2.299 1.292
H 0.169 -0.097 1.795
*
```

Here are the Löwdin charges for atoms 1 to 2, given in e:
1 C 0.14
2 C -0.16

***

Run x
Below is a single C3H4OSi molecule, with properties calculated with ωB97M-V with the def2-TZVPD basis set.

Calculated values
Gap between HOMO and LUMO ... 10.0 eV
LUMO ... -0.002 Eh
Molar mass ... 84.15 g/mol
Highest occupied orbital energy ... -0.37159 Ha

Geometry as ORCA input:
```
! wB97M-V def2-TZVPD RIJCOSX def2/J DEFGRID3
* xyz 0 1
C -0.380 0.157 1.830
C -0.324 0.388 0.656
C -0.143 0.540 -0.773
Si 0.909 -0.862 -1.486
O 1.290 -0.779 -2.936
H -0.478 0.001 2.861
H 0.319 1.509 -0.975
H -1.124 0.549 -1.252
H 1.229 -1.883 -0.509
*
```

Here are the Löwdin charges for atoms 1 to 2, given in e:
1 C 0.11
2 C -0.26

***

Relative to the most stable structure, the computed energies are run w 0.1024; run x 0.0000, all in hartree.

***

Run w
Below is a 4-piece molecular cluster, C2H14N2O3 overall, with properties calculated with ωB97M-V with the def2-TZVPD basis set.

Calculated values
Gap between HOMO and LUMO ... 10.0 eV
LUMO ... 0.022 Eh
Molar mass ... 114.14 g/mol
Highest occupied orbital energy ... -0.34548 Ha

Geometry as ORCA input:
```
! wB97M-V def2-TZVPD RIJCOSX def2/J DEFGRID3
* xyz 0 1
N -0.917 0.306 -2.906
C -0.849 -0.886 -1.969
C 0.382 -0.739 -0.988
N 0.146 0.407 -0.122
H -0.256 0.994 -2.569
H -0.400 -0.054 -3.705
H -0.642 -1.760 -2.585
H -1.760 -0.962 -1.381
H 0.543 -1.712 -0.530
H 1.219 -0.633 -1.695
H 0.614 0.207 0.727
H -0.278 1.158 -0.612
O -2.042 0.016 1.756
H -2.092 0.522 2.549
H -1.359 0.400 1.165
O -2.858 3.773 1.181
H -3.799 3.811 1.273
H -2.759 3.034 0.586
O 5.780 -2.985 3.296
H 6.088 -2.394 2.582
H 5.240 -2.502 3.946
*
```

Here are the Löwdin charges for atoms 1 to 2, given in e:
1 N -0.02
2 C -0.24

***

Run x
Below is a 4-piece molecular cluster, C2H14N2O3 overall, with properties calculated with ωB97M-V with the def2-TZVPD basis set.

Calculated values
Gap between HOMO and LUMO ... 10.3 eV
LUMO ... 0.028 Eh
Molar mass ... 114.14 g/mol
Highest occupied orbital energy ... -0.34871 Ha

Geometry as ORCA input:
```
! wB97M-V def2-TZVPD RIJCOSX def2/J DEFGRID3
* xyz 0 1
C 0.672 -1.661 -0.095
N 1.432 -0.713 0.623
C 2.258 0.141 -0.202
N 1.486 1.073 -0.948
H 0.493 -2.467 0.526
H 1.340 -2.132 -0.894
H -0.276 -1.239 -0.471
H 2.062 -1.268 1.154
H 3.064 0.605 0.443
H 2.810 -0.649 -0.879
H 0.943 1.632 -0.311
H 0.905 0.621 -1.628
O -0.548 0.811 1.885
H -0.155 1.529 2.405
H 0.206 0.314 1.532
O -1.529 -0.281 -1.910
H -1.912 0.498 -1.446
H -2.320 -0.862 -1.972
O -2.859 0.527 0.488
H -3.654 0.851 0.905
H -2.030 0.708 0.993
*
```

Here are the Löwdin charges for atoms 1 to 2, given in e:
1 C -0.13
2 N -0.18

***

Relative to the most stable structure, the computed energies are run w 0.0357; run x 0.0000, all in hartree.

***

Run w
Below is a 4-piece molecular cluster, C2H14N2O3 overall, with properties calculated with ωB97M-V with the def2-TZVPD basis set.

Calculated values
Gap between HOMO and LUMO ... 10.1 eV
LUMO ... 0.023 Eh
Molar mass ... 114.14 g/mol
Highest occupied orbital energy ... -0.34708 Ha

Geometry as ORCA input:
```
! wB97M-V def2-TZVPD RIJCOSX def2/J DEFGRID3
* xyz 0 1
C 0.167 -0.950 -1.384
N -1.135 -0.688 -0.719
C -1.850 0.538 -1.268
N -1.635 0.775 -2.652
H 0.843 -0.106 -1.408
H 0.545 -1.803 -0.810
H 0.047 -1.396 -2.377
H -1.760 -1.441 -0.928
H -1.603 1.311 -0.543
H -2.893 0.231 -1.064
H -1.741 1.752 -2.887
H -2.146 0.186 -3.298
O -0.203 0.198 1.806
H -0.469 -0.122 0.920
H -0.693 -0.282 2.470
O 1.271 2.200 -0.226
H 2.098 1.733 -0.091
H 0.599 1.648 0.159
O 2.853 -2.023 3.655
H 1.934 -1.838 3.849
H 3.181 -1.133 3.686
*
```

Here are the Löwdin charges for atoms 1 to 2, given in e:
1 C -0.13
2 N -0.14

***

Run x
Below is a 4-piece molecular cluster, C2H14N2O3 overall, with properties calculated with ωB97M-V with the def2-TZVPD basis set.

Calculated values
Gap between HOMO and LUMO ... 10.0 eV
LUMO ... 0.030 Eh
Molar mass ... 114.14 g/mol
Highest occupied orbital energy ... -0.33898 Ha

Geometry as ORCA input:
```
! wB97M-V def2-TZVPD RIJCOSX def2/J DEFGRID3
* xyz 0 1
C -2.741 -0.543 -0.650
N -1.582 0.316 -0.436
C -1.233 0.252 1.031
N -0.459 1.362 1.491
H -2.870 -0.555 -1.734
H -3.706 -0.215 -0.245
H -2.495 -1.584 -0.398
H -1.799 1.295 -0.584
H -2.159 0.322 1.629
H -0.711 -0.687 1.175
H -0.826 2.295 1.426
H 0.512 1.366 1.217
O 1.124 0.417 -1.669
H 0.391 0.484 -1.025
H 0.894 1.164 -2.225
O 2.095 -1.004 1.496
H 1.468 -1.731 1.601
H 2.268 -1.055 0.549
O 3.823 -1.028 -0.889
H 4.444 -0.579 -0.305
H 3.562 -0.291 -1.456
*
```

Here are the Löwdin charges for atoms 1 to 2, given in e:
1 C -0.15
2 N -0.14

***

Run y
Below is a 4-piece molecular cluster, C2H14N2O3 overall, with properties calculated with ωB97M-V with the def2-TZVPD basis set.

Calculated values
Gap between HOMO and LUMO ... 10.1 eV
LUMO ... 0.023 Eh
Molar mass ... 114.14 g/mol
Highest occupied orbital energy ... -0.34668 Ha

Geometry as ORCA input:
```
! wB97M-V def2-TZVPD RIJCOSX def2/J DEFGRID3
* xyz 0 1
C 0.166 -0.911 -1.422
N -0.947 -0.517 -0.544
C -1.576 0.736 -0.983
N -2.192 0.680 -2.271
H 0.703 -0.025 -1.747
H 0.839 -1.582 -0.872
H -0.179 -1.461 -2.306
H -1.620 -1.274 -0.595
H -0.769 1.455 -0.902
H -2.264 1.013 -0.207
H -1.655 1.096 -3.020
H -3.129 1.046 -2.257
O 0.109 0.132 2.065
H -0.179 -0.385 1.282
H -0.716 0.214 2.555
O 1.837 1.734 0.133
H 1.530 0.871 0.440
H 2.715 1.807 0.521
O 2.362 -1.847 3.609
H 2.710 -1.870 2.705
H 2.256 -0.913 3.813
*
```

Here are the Löwdin charges for atoms 1 to 2, given in e:
1 C -0.13
2 N -0.15

***

Relative to the most stable structure, the computed energies are run w 0.0155; run x 0.0026; run y 0.0000, all in hartree.

***

Run w
Below is C3HBr2NO as an isolated structure, with properties calculated with ωB97M-V with the def2-TZVPD basis set.

Calculated values
Gap between HOMO and LUMO ... 8.8 eV
LUMO ... -0.015 Eh
Molar mass ... 226.85 g/mol
Highest occupied orbital energy ... -0.33860 Ha

Geometry as ORCA input:
```
! wB97M-V def2-TZVPD RIJCOSX def2/J DEFGRID3
* xyz 0 1
C 1.202 0.119 0.167
C 3.097 0.082 3.110
C 2.236 0.815 -0.078
N 0.329 -0.627 0.533
O 2.040 0.143 3.444
Br 2.872 2.499 0.676
Br 3.594 0.073 -1.285
H -0.626 -0.503 0.145
*
```

Here are the Löwdin charges for atoms 1 to 2, given in e:
1 C -0.39
2 C -0.04

***

Run x
Below is C3HBr2NO as an isolated structure, with properties calculated with ωB97M-V with the def2-TZVPD basis set.

Calculated values
Gap between HOMO and LUMO ... 10.5 eV
LUMO ... -0.030 Eh
Molar mass ... 226.85 g/mol
Highest occupied orbital energy ... -0.41462 Ha

Geometry as ORCA input:
```
! wB97M-V def2-TZVPD RIJCOSX def2/J DEFGRID3
* xyz 0 1
C 1.525 -0.290 0.506
C -1.014 0.617 0.337
C -0.071 -0.226 -0.459
N 2.526 -0.334 1.035
O -1.424 1.670 -0.038
Br -0.611 -2.078 -0.499
Br 0.379 0.490 -2.177
H -1.310 0.151 1.295
*
```

Here are the Löwdin charges for atoms 1 to 2, given in e:
1 C -0.22
2 C -0.42

***

Relative to the most stable structure, the computed energies are run w 0.0000; run x 0.0137, all in hartree.